This record from the OMol25 dataset describes C19H20ClFN2O4S as an isolated structure in a non-equilibrium geometry. The level of theory is ωB97M-V with the def2-TZVPD basis set.

XYZ file:
```
48
Properties=species:S:1:pos:R:3
O -4.713 -1.458 4.333
C -3.804 -1.179 3.762
N -3.899 -1.167 2.348
C -2.689 -0.875 1.445
C -1.602 -1.586 1.399
C -0.381 -1.527 0.597
C -0.238 -0.427 -0.123
C -1.605 0.534 -0.294
C -2.683 0.248 0.467
H -3.495 0.911 0.608
H -1.542 1.189 -0.958
S 0.987 0.083 -1.217
O 2.009 -0.776 -0.842
O 1.306 1.316 -0.622
N 0.366 0.224 -2.674
H 0.688 -0.849 -3.030
C 0.957 1.285 -3.342
H 0.256 1.303 -4.265
C 2.133 0.985 -3.978
C 2.543 -0.368 -4.838
H 3.042 0.055 -5.811
C 3.389 -1.363 -3.999
H 2.595 -1.915 -3.341
C 4.135 -0.351 -3.039
H 4.718 0.206 -3.711
O 3.071 0.883 -2.808
H 4.351 -0.458 -1.966
H 3.827 -1.933 -4.535
H 1.663 -0.727 -5.158
H 2.611 1.895 -4.480
H 0.744 2.054 -2.895
H 0.322 -2.106 0.497
H -1.661 -2.749 1.995
H -4.596 -0.936 1.914
C -2.308 -0.948 4.334
C -1.618 -0.082 3.711
C -0.286 -0.026 3.367
C 0.791 0.613 2.963
C 0.130 2.032 2.592
C -1.123 2.205 2.850
C -1.892 1.319 3.684
Cl -3.439 1.531 3.870
H -1.488 3.353 2.738
H 0.877 2.908 2.192
H 1.656 0.573 2.458
F 0.272 -1.321 3.792
H -2.570 -0.712 5.503
H -1.807 -1.866 4.506
```

Properties
Total charge = 0
Orbital gap = 0.30439 Ha
Energy relative to the best compared isomer or geometry (same formula, charge and spin) = 430.1 kcal/mol



This record from the OMol25 dataset describes C19H20ClMnO7 as an isolated structure in a non-equilibrium geometry. The level of theory is ωB97M-V with the def2-TZVPD basis set.

XYZ file:
```
48
Properties=species:S:1:pos:R:3
Mn 1.042 -0.517 -0.613
C -4.935 1.687 1.689
O -3.967 2.722 1.844
C -2.727 2.509 1.405
C -1.832 3.593 1.581
C -0.551 3.470 1.154
C -0.063 2.280 0.541
C 1.266 2.242 0.038
C 2.165 3.442 0.116
O 1.783 1.231 -0.517
C -0.970 1.197 0.388
O -0.630 0.045 -0.144
C -2.298 1.333 0.818
H -5.858 2.082 2.098
H -4.639 0.794 2.242
H -5.075 1.445 0.634
H -2.198 4.497 2.045
H 0.118 4.308 1.283
H 1.718 4.294 -0.396
H 3.117 3.202 -0.348
H 2.333 3.728 1.155
H -2.954 0.488 0.674
Cl 2.151 -2.180 -1.859
C 2.593 -1.137 3.431
C 1.573 -0.931 2.366
C 0.127 -0.914 2.749
O 1.940 -0.794 1.201
H 2.456 -0.389 4.215
H 3.600 -1.089 3.027
H 2.420 -2.110 3.897
H -0.023 -1.172 3.793
H -0.424 -1.602 2.107
H -0.272 0.086 2.568
O 3.235 -2.970 -1.401
C 0.764 -3.303 -2.056
C 2.252 -1.508 -3.295
C 1.483 -1.297 -4.380
C 0.114 -1.612 -4.692
C -0.650 -2.545 -4.092
C -0.256 -3.286 -2.954
C -0.861 -4.338 -2.095
O -1.774 -5.045 -1.956
O 0.324 -4.257 -1.183
H 1.535 -2.204 -0.401
H 2.742 -0.806 -1.443
H 2.025 -0.793 -5.176
H -0.285 -1.114 -5.567
H -1.633 -2.759 -4.492
```

Properties
2S+1 = 2
Total charge = +1
Orbital gap (spin up / spin down) = 0.26164 / 0.26861 Ha
⟨S²⟩ = 0.854



This record from the OMol25 dataset describes one molecule with the formula C19H20ClN3O2. The level of theory is ωB97M-V with the def2-TZVPD basis set.

XYZ file:
```
45
Properties=species:S:1:pos:R:3
O 4.500 1.098 -1.071
C 3.836 0.281 -0.465
N 2.520 0.468 -0.190
C 1.802 1.661 -0.582
C 1.043 2.251 0.619
C -0.314 2.798 0.191
N -1.137 1.725 -0.336
C -2.375 1.538 0.218
O -2.831 2.312 1.035
N -3.042 0.418 -0.234
C -4.324 -0.011 0.098
C -5.155 0.662 0.992
C -6.414 0.163 1.267
C -6.875 -0.999 0.672
C -6.042 -1.662 -0.214
Cl -6.585 -3.118 -0.977
C -4.780 -1.183 -0.506
C -0.496 0.805 -1.256
C 0.835 1.374 -1.741
C 4.397 -1.013 0.023
C 5.411 -1.606 -0.723
C 5.972 -2.801 -0.316
C 5.536 -3.408 0.851
C 4.544 -2.811 1.612
C 3.973 -1.619 1.202
H 1.997 -0.272 0.251
H 2.575 2.351 -0.935
H 1.626 3.041 1.091
H 0.879 1.469 1.364
H -0.852 3.218 1.043
H -0.192 3.586 -0.560
H -2.575 -0.171 -0.904
H -4.805 1.567 1.458
H -7.051 0.692 1.959
H -7.857 -1.386 0.889
H -4.151 -1.720 -1.203
H -0.320 -0.167 -0.770
H -1.137 0.643 -2.132
H 0.651 2.294 -2.294
H 1.300 0.663 -2.427
H 5.746 -1.110 -1.622
H 6.753 -3.259 -0.904
H 5.975 -4.340 1.174
H 4.217 -3.273 2.532
H 3.222 -1.150 1.822
```

Properties
SMILES = O=C(NC1CCN(C(=O)Nc2cccc(Cl)c2)CC1)c1ccccc1
Total charge = 0
Orbital gap = 0.32593 Ha
Energy relative to the best compared isomer or geometry (same formula, charge and spin) = 8.1 kcal/mol



This record from the OMol25 dataset describes C19H20CoN6O5 as an isolated structure in a non-equilibrium geometry. The level of theory is ωB97M-V with the def2-TZVPD basis set.

XYZ file:
```
51
Properties=species:S:1:pos:R:3
Co -0.572 0.127 0.257
O 0.948 -0.622 4.004
C 0.698 -0.348 2.841
O -0.444 -0.362 2.285
C 1.855 -0.031 1.888
C 3.132 0.336 2.351
C 4.136 0.516 1.439
C 3.875 0.279 0.072
C 4.861 0.358 -0.932
C 4.557 0.059 -2.231
C 3.259 -0.336 -2.593
C 2.276 -0.403 -1.646
C 2.559 -0.097 -0.302
N 1.578 -0.219 0.617
H 3.274 0.459 3.414
H 5.129 0.822 1.738
H 5.866 0.645 -0.653
H 5.324 0.112 -2.989
H 3.052 -0.581 -3.625
H 1.265 -0.705 -1.870
N -4.338 1.924 0.920
C -3.707 3.138 0.923
C -2.369 2.876 0.818
N -2.178 1.542 0.746
C -3.368 0.975 0.812
C -3.476 -0.444 0.676
N -2.456 -1.134 0.191
C -2.851 -2.429 0.156
C -4.129 -2.537 0.625
N -4.523 -1.266 0.947
H -5.332 1.782 0.975
H -4.249 4.059 0.998
H -1.540 3.554 0.786
H -2.191 -3.193 -0.199
H -4.772 -3.386 0.740
H -5.391 -1.011 1.387
N -1.182 0.437 -1.960
C -0.670 1.703 -2.498
C 0.168 2.489 -1.421
O 0.584 3.591 -1.732
O 0.342 1.893 -0.329
H -0.884 -0.352 -2.523
H -2.195 0.444 -1.950
H -1.480 2.366 -2.812
H -0.013 1.535 -3.353
C 1.204 -3.291 0.361
O -0.006 -2.565 0.360
H 1.136 -4.166 1.018
H 2.053 -2.682 0.683
H 1.377 -3.616 -0.666
H -0.192 -2.243 1.254
```

Properties
2S+1 = 4
Total charge = 0
Orbital gap (spin up / spin down) = 0.29292 / 0.29621 Ha
Energy relative to the best compared isomer or geometry (same formula, charge and spin) = 26.7 kcal/mol
⟨S²⟩ = 3.756



This record from the OMol25 dataset describes C19H20CoNO2S5 as an isolated structure. The level of theory is ωB97M-V with the def2-TZVPD basis set.

XYZ file:
```
48
Properties=species:S:1:pos:R:3
Co -0.995 0.050 0.284
S -6.652 0.704 4.820
C -5.376 0.664 3.774
S -5.520 0.303 2.091
C -3.822 0.414 1.666
C -2.982 0.743 2.675
S -1.279 0.948 2.521
S -3.743 0.990 4.240
S -3.334 0.067 0.049
C -2.304 -1.672 -2.313
O -1.336 -1.799 -1.286
C -1.485 -2.960 -0.503
C -0.292 -3.029 0.419
O -0.359 -1.924 1.299
C 0.700 -1.913 2.246
H -2.147 -2.443 -3.075
H -2.170 -0.686 -2.752
H -3.317 -1.748 -1.909
H -1.516 -3.851 -1.143
H -2.407 -2.904 0.088
H 0.637 -2.990 -0.166
H -0.313 -3.965 0.989
H 0.703 -2.849 2.814
H 0.518 -1.073 2.909
H 1.666 -1.783 1.746
C 2.879 3.003 2.184
C 1.614 3.445 1.829
C 0.853 2.752 0.899
C 1.338 1.582 0.309
C 2.635 1.166 0.655
C 3.389 1.857 1.587
N 0.581 0.814 -0.608
C 1.213 0.643 -1.839
C 1.920 1.714 -2.427
C 2.570 1.574 -3.638
C 2.547 0.364 -4.322
C 1.845 -0.696 -3.769
C 1.190 -0.564 -2.555
H 3.462 3.547 2.917
H 1.211 4.344 2.280
H -0.132 3.103 0.625
H 3.028 0.272 0.183
H 4.378 1.497 1.850
H 1.941 2.664 -1.909
H 3.101 2.421 -4.057
H 3.070 0.255 -5.265
H 1.822 -1.649 -4.287
H 0.669 -1.405 -2.126
```

Properties
2S+1 = 4
Total charge = -1
Orbital gap (spin up / spin down) = 0.23273 / 0.23359 Ha
⟨S²⟩ = 3.760